# 1
The following is a DFT calculation (ωB97M-V/def2-TZVPD) of a structure of composition C4H10S.

CARTESIAN COORDINATES (ANGSTROEM)
C: -2.2874 0.2052 0.2682
C: 0.8296 0.1220 0.3247
C: 2.0347 -0.6981 0.1287
C: 0.8044 1.5076 -0.2833
H: -2.4270 1.4969 0.0331
H: -3.1016 -0.3297 -0.5413
H: -2.5225 0.0724 1.4742
H: 0.8724 0.1919 1.4606
H: 2.6604 -1.3154 1.1604
H: 3.1438 0.0737 -0.2680
H: 1.4714 -1.8702 -0.9687
H: -0.0798 2.1221 0.2199
H: 1.4773 2.0791 0.3328
H: 1.0067 1.7247 -1.3789
S: -0.6743 -0.6916 -0.2596

HOMO	-8.597	eV

# 2
The following is a DFT calculation (ωB97M-V/def2-TZVPD) of a cluster of 2 separate species, CH9N2O in total.

CARTESIAN COORDINATES (ANGSTROEM)
N: -2.0191 0.5336 1.0668
H: -2.7115 0.0434 0.4628
H: -1.6990 -0.1036 1.8014
H: -0.3386 0.6262 0.4651
H: -2.5985 1.2230 1.6021
N: 0.6476 0.5481 0.0725
C: 0.9417 -0.7253 -0.7466
O: 1.9738 -0.2532 -1.5807
H: 1.1624 0.4949 1.0115
H: 1.0130 1.3323 -0.4290
H: 1.2290 -1.6412 -0.1283
H: 0.1532 -1.1927 -1.3339
H: 2.2460 -0.8856 -2.2636

HOMO	-15.503	eV
charge	+1

# 3
The following is a DFT calculation (ωB97M-V/def2-TZVPD) of a structure of composition C3H3LiO3Y.

CARTESIAN COORDINATES (ANGSTROEM)
O: 0.5447 -0.3947 -0.2036
C: 1.0456 -0.3607 -1.6020
C: 1.1457 1.0557 -1.8671
O: -0.6433 1.1775 -1.1039
C: -0.4344 0.5478 -0.0315
O: -0.8009 0.6393 1.1515
Y: 0.1142 -1.1594 2.0418
H: 1.7915 -1.1237 -1.8201
H: 1.3368 1.4019 -2.8847
H: 1.6422 1.8046 -1.2420
Li: -0.9089 -0.7912 -2.8561

HOMO	-20.283	eV
charge	+3

Q: Which largest force on an atom values were calculated for the entries above? A: 0.1151; 0.0756; 0.1157, in Eh/bohr.
Q: Which energy above the lowest of the compared OMol25 structures with the same formula, charge and spin values were calculated for the entries above? A: 6.782; 0.829; 0.000, in eV.
Q: Which Kohn-Sham gap values were calculated for the entries above? A: 0.339; 0.445; 0.180, in Ha.